Below is C13H23BrNOsP as an isolated structure at a distorted geometry, with properties calculated with ωB97M-V/def2-TZVPD.

Positions of all 40 atoms, in Å:
C: 3.670026 2.590342 -2.135202
C: 3.176609 2.986410 -0.884752
C: 2.212404 2.208425 -0.213022
C: 1.722387 1.009899 -0.784732
C: 2.207705 0.647340 -2.071200
C: 3.175318 1.423546 -2.735001
C: 1.675202 2.644939 1.133486
C: 0.162902 2.956976 1.222601
N: -0.769958 2.132243 0.374079
Os: 0.000000 0.000000 0.000000
C: 1.560088 -0.551549 -2.741040
P: -0.251708 -0.402328 -2.332007
H: 3.543371 3.912034 -0.422841
H: 3.534369 1.123681 -3.727360
H: 4.423791 3.197237 -2.648620
H: 1.900506 -1.501842 -2.286485
H: 1.745816 -0.599538 -3.829030
H: 1.895065 1.848261 1.859752
H: 2.204399 3.550148 1.481309
H: -0.151732 2.822323 2.269469
C: -1.017070 -2.011439 -2.799259
C: -0.852972 0.735855 -3.663108
H: -0.024734 4.018071 0.964988
C: -0.955971 2.815953 -0.928686
C: -2.085300 2.044615 1.057156
H: 0.604841 -1.439920 -0.103179
H: -1.422430 3.811011 -0.777579
H: 0.022317 2.939843 -1.414980
H: -1.610630 2.201437 -1.562020
H: -2.556652 3.037789 1.059579
H: -2.745590 1.315681 0.543159
H: -1.924379 1.731382 2.098856
H: -0.650252 0.300484 -4.657582
H: -1.936646 0.912127 -3.559922
H: -0.320192 1.696413 -3.576238
H: -0.912582 -2.212921 -3.879752
H: -0.527746 -2.810891 -2.219870
H: -2.086145 -1.995367 -2.528948
H: -1.394066 -0.733658 0.484515
Br: 0.325651 0.015429 2.541706

Atomic forces in eV per Å
C 0.226 0.729 0.660
C -0.698 -0.036 0.643
C 1.109 1.842 0.806
C -0.358 0.249 -1.579
C 1.342 -0.334 -1.198
C -1.307 -1.694 -0.001
C 0.428 0.273 0.076
C -0.377 0.469 0.076
N 0.478 -0.114 -0.085
Os 0.220 2.133 3.393
C -0.026 -0.060 0.275
P 0.129 -1.503 -2.072
H -0.221 -0.444 -0.222
H -0.294 0.185 0.375
H -0.212 -0.292 0.262
H -0.028 0.385 -0.194
H -0.165 0.043 0.493
H 0.136 0.300 -0.299
H -0.192 -0.427 -0.189
H 0.249 0.103 -0.436
C 0.052 0.098 0.460
C -0.116 0.547 0.701
H 0.128 -0.469 0.110
C -0.134 0.138 -0.185
C -0.528 -0.102 0.239
H 0.609 -1.267 -0.227
H 0.243 -0.498 -0.105
H -0.358 0.051 0.064
H 0.141 0.323 0.176
H 0.032 -0.230 0.023
H 0.393 0.547 0.289
H -0.200 -0.003 -0.465
H 0.004 -0.077 0.594
H 0.420 -0.068 -0.072
H -0.261 -0.295 -0.134
H 0.028 0.224 0.473
H -0.209 0.238 -0.235
H 0.391 0.003 -0.136
H -0.818 -0.090 -0.457
Br -0.258 -0.876 -1.897

Results
calculated total energy: -3569.1970 a.u.
charge: +2
⟨S²⟩: 6.0364
HOMO energy (alpha / beta): -16.673 / -16.542 eV
multiplicity: 5

Atom charges from the Löwdin analysis, given in e for atoms 1 to 8:
1 C 0.056
2 C 0.032
3 C -0.193
4 C -0.187
5 C -0.276
6 C 0.047
7 C -0.156
8 C -0.203